141
Properties=species:S:1:pos:R:3:mulliken_charge:R:1 method="wB97M-V/def2-TZVPD" total_charge=-1 total_energy_ev=-86565.590 multiplicity=1 e_homo_ha=-0.159 orbital_gap_ev=5.9
C 1.020 -1.933 -0.605 -0.22
O 0.105 -2.345 0.372 -0.13
O 1.242 -3.122 -1.316 -0.93
C 0.508 -0.762 -1.408 0.80
F 0.979 0.354 -0.804 -0.30
F 1.078 -0.778 -2.602 -0.24
F -0.870 -0.693 -1.495 -0.28
C 0.072 -1.690 1.626 -0.20
C -1.037 -2.503 2.391 -1.23
H -0.779 -3.560 2.325 0.28
H -0.946 -2.198 3.433 0.40
H -2.020 -2.426 1.927 0.28
H -0.266 -0.654 1.637 0.26
H 1.006 -1.617 2.184 0.32
H 1.902 -1.595 -0.061 0.20
C -7.541 -2.102 -5.116 0.67
O -7.741 -1.177 -5.917 -0.67
N -6.704 -2.073 -4.113 -0.35
N -8.089 -3.298 -5.317 -0.39
H -6.123 -1.276 -3.897 0.21
H -6.490 -2.954 -3.668 0.16
H -8.613 -3.466 -6.164 0.21
H -7.843 -4.053 -4.693 0.16
C 6.420 -4.236 2.799 0.66
O 5.266 -4.640 3.106 -0.67
N 7.349 -3.648 3.489 -0.44
N 6.945 -4.370 1.636 -0.32
H 6.820 -3.256 4.254 0.26
H 8.071 -3.126 3.014 0.23
H 7.834 -3.909 1.502 0.10
H 6.528 -4.768 0.806 0.19
C 0.806 -5.081 -7.384 0.65
O 0.670 -5.566 -8.517 -0.69
N 0.992 -3.800 -7.106 -0.35
N 0.578 -5.606 -6.289 -0.28
H 1.123 -3.604 -6.124 0.14
H 1.015 -3.091 -7.825 0.18
H 0.938 -5.050 -5.527 0.16
H 0.225 -6.551 -6.228 0.19
C 7.548 -2.124 -5.531 0.66
O 8.326 -1.451 -6.198 -0.66
N 7.833 -3.195 -4.858 -0.36
N 6.226 -1.933 -5.458 -0.37
H 7.071 -3.722 -4.455 0.16
H 8.798 -3.487 -4.917 0.21
H 5.640 -2.524 -4.886 0.16
H 5.815 -1.073 -5.792 0.20
C -6.438 1.537 1.380 -1.17
C -5.529 2.717 1.752 0.46
C -4.656 2.606 3.059 -0.72
O -5.467 2.391 4.259 -0.36
C -6.125 3.578 4.614 -0.84
N -4.598 2.986 0.621 -0.60
H -5.845 0.674 1.078 0.31
H -7.224 1.622 0.629 0.31
H -6.955 1.427 2.334 0.27
H -6.150 3.597 1.919 0.24
H -4.127 3.520 3.330 0.38
H -3.887 1.836 3.017 0.31
H -6.970 3.872 3.990 0.32
H -5.592 4.528 4.599 0.34
H -6.627 3.336 5.550 0.30
H -4.038 2.193 0.342 0.25
H -4.103 3.854 0.762 0.21
C 12.285 4.052 -2.695 -1.54
C 10.941 4.430 -2.162 0.42
C 9.957 3.282 -2.493 -0.68
O 8.694 3.640 -1.877 -0.32
C 7.838 2.502 -1.703 -0.78
N 11.092 4.623 -0.746 -0.73
H 12.701 3.150 -2.247 0.33
H 13.005 4.821 -2.411 0.38
H 12.291 3.898 -3.774 0.38
H 10.681 5.391 -2.604 0.35
H 10.288 2.309 -2.129 0.42
H 9.802 3.447 -3.560 0.32
H 7.051 2.463 -2.456 0.28
H 7.490 2.424 -0.673 0.30
H 8.328 1.529 -1.681 0.31
H 10.878 3.784 -0.225 0.25
H 10.344 5.233 -0.450 0.30
C -2.090 4.091 -5.984 -1.20
C -3.559 3.977 -6.447 0.25
C -3.763 2.665 -7.290 -0.76
O -2.944 2.500 -8.507 -0.36
C -3.234 3.636 -9.391 -0.69
N -4.481 4.058 -5.391 -0.71
H -1.288 4.071 -6.721 0.31
H -2.076 3.155 -5.425 0.33
H -2.013 4.874 -5.230 0.36
H -3.762 4.804 -7.127 0.29
H -4.820 2.731 -7.550 0.42
H -3.640 1.829 -6.602 0.42
H -4.277 3.692 -9.702 0.29
H -2.739 3.458 -10.346 0.25
H -2.828 4.539 -8.935 0.25
H -5.182 3.352 -5.566 0.25
H -4.073 3.689 -4.544 0.30
C -7.551 -2.341 6.849 -1.45
C -8.659 -2.115 7.840 0.55
C -8.813 -0.749 8.415 -0.85
O -9.845 -0.693 9.432 -0.34
C -9.965 0.652 9.889 -0.69
N -9.948 -2.478 7.214 -0.82
H -7.129 -3.301 6.551 0.37
H -6.560 -2.044 7.189 0.36
H -7.799 -1.888 5.889 0.32
H -8.526 -2.730 8.730 0.26
H -9.021 0.033 7.685 0.44
H -7.834 -0.616 8.876 0.41
H -10.232 1.324 9.073 0.29
H -9.023 0.927 10.364 0.29
H -10.782 0.799 10.595 0.27
H -10.628 -1.824 7.574 0.31
H -10.187 -3.284 7.774 0.29
C 3.007 1.012 6.198 -1.35
C 4.185 1.983 5.649 0.46
C 3.746 2.768 4.424 -0.67
O 2.748 3.701 4.794 -0.39
C 1.657 4.022 3.883 -0.80
N 4.459 2.988 6.724 -0.89
H 2.016 1.458 6.111 0.24
H 3.171 0.971 7.275 0.40
H 2.973 0.025 5.737 0.35
H 5.089 1.421 5.412 0.42
H 3.161 2.043 3.858 0.32
H 4.518 3.252 3.826 0.38
H 0.801 4.648 4.135 0.30
H 1.250 3.151 3.370 0.28
H 2.114 4.539 3.040 0.34
H 5.256 3.558 6.479 0.27
H 3.706 3.626 6.513 0.34
O 2.124 -7.196 0.569 -0.65
H 2.434 -6.570 1.223 0.32
H 1.918 -6.661 -0.197 0.33
O 5.059 -6.670 -2.601 -0.63
H 4.690 -7.220 -1.910 0.32
H 4.315 -6.165 -2.929 0.32
O -2.369 -5.836 -0.927 -0.65
H -1.663 -5.409 -1.413 0.34
H -2.116 -5.747 -0.008 0.31

=====

126
Properties=species:S:1:pos:R:3:mulliken_charge:R:1 method="wB97M-V/def2-TZVPD" total_energy_ev=-59060.620 multiplicity=1 de_lowest_ev=1.154 e_homo_ha=-0.353 orbital_gap_ev=10.0
C 1.654 -0.389 -4.154 -0.39
C 2.534 0.263 -5.206 -0.44
O 3.178 -0.752 -5.954 -0.54
H 1.216 0.360 -3.499 0.04
H 2.269 -1.076 -3.571 0.24
H 0.872 -0.957 -4.661 0.30
H 3.288 0.874 -4.695 0.25
H 1.952 0.935 -5.844 0.28
H 4.004 -0.448 -6.331 0.31
C -3.982 3.659 0.238 -1.65
C -3.746 2.331 0.906 1.28
O -3.713 2.500 2.329 -0.60
H -4.973 4.019 0.544 0.42
H -4.138 3.505 -0.836 0.37
H -3.320 4.503 0.418 0.27
H -2.807 1.905 0.531 -0.64
H -4.572 1.648 0.678 0.37
H -3.193 1.735 2.641 0.26
C 4.304 2.983 2.413 -0.70
C 4.159 4.502 2.472 -0.28
O 2.927 4.831 3.108 -0.51
H 3.688 2.572 1.614 -0.05
H 4.083 2.504 3.364 0.20
H 5.344 2.742 2.186 0.43
H 4.247 4.916 1.461 0.25
H 4.985 4.942 3.044 0.36
H 2.765 5.779 3.085 0.25
C -0.931 3.915 -2.226 -0.69
C -1.113 2.775 -3.221 0.41
O -2.442 2.848 -3.744 -0.61
H -1.624 3.837 -1.386 -0.08
H -1.007 4.881 -2.721 0.48
H 0.059 3.865 -1.769 0.00
H -0.927 1.809 -2.745 -0.21
H -0.407 2.991 -4.029 0.40
H -2.561 2.055 -4.280 0.33
C 0.042 -1.158 -0.234 -0.13
C -0.084 0.200 0.431 0.72
O 1.183 0.591 0.926 2.22
H -0.903 -1.624 -0.506 0.01
H 0.593 -1.788 0.471 -0.07
H 0.613 -1.128 -1.166 -0.06
H -0.782 0.159 1.276 -0.80
H -0.481 0.898 -0.319 -0.42
H 1.088 1.478 1.330 -0.64
C -4.442 -0.729 3.668 -1.43
C -3.041 -0.777 3.087 0.54
O -2.298 0.381 3.509 -0.69
H -5.077 -1.467 3.175 0.36
H -4.866 0.264 3.509 0.32
H -4.426 -0.921 4.740 0.34
H -3.048 -0.806 1.995 -0.36
H -2.496 -1.643 3.470 0.52
H -1.563 0.126 4.086 0.12
C -3.197 -0.120 -1.717 0.80
C -4.647 -0.556 -1.858 -0.71
O -4.738 -1.963 -2.004 -0.59
H -2.494 -0.545 -2.432 0.09
H -2.819 -0.457 -0.741 -0.47
H -3.089 0.964 -1.617 -0.07
H -5.064 -0.086 -2.756 0.29
H -5.190 -0.223 -0.977 0.29
H -4.321 -2.195 -2.850 0.37
C -1.381 -2.821 -3.566 0.72
C -2.397 -3.195 -4.606 -0.56
O -3.416 -2.170 -4.597 -0.53
H -0.832 -1.902 -3.791 -0.25
H -0.636 -3.603 -3.412 0.36
H -1.858 -2.606 -2.608 -0.73
H -2.832 -4.161 -4.328 0.34
H -1.966 -3.289 -5.605 0.36
H -4.114 -2.485 -5.187 0.27
C 4.128 -3.173 1.917 -1.10
C 3.424 -1.856 2.160 0.66
O 3.612 -1.004 1.043 -0.64
H 5.211 -3.128 1.821 0.33
H 3.754 -3.554 0.963 0.03
H 3.839 -3.912 2.665 0.36
H 3.782 -1.403 3.096 0.07
H 2.337 -1.978 2.241 -0.11
H 2.853 -0.414 0.940 -0.01
C -1.474 -4.421 -0.259 0.00
C -1.915 -4.986 1.083 -0.84
O -2.474 -3.961 1.902 -0.43
H -1.194 -5.237 -0.933 0.23
H -0.590 -3.802 -0.096 -0.27
H -2.259 -3.824 -0.724 0.32
H -1.053 -5.409 1.600 0.35
H -2.609 -5.820 0.929 0.33
H -3.288 -3.697 1.455 0.29
C 1.949 0.532 4.756 -0.91
C 0.926 -0.518 4.373 0.50
O -0.258 -0.483 5.170 -0.61
H 2.322 0.286 5.756 0.50
H 1.572 1.553 4.776 0.19
H 2.780 0.480 4.052 -0.05
H 1.400 -1.501 4.455 0.43
H 0.626 -0.403 3.330 -0.31
H -0.019 -0.666 6.084 0.31
C 2.357 -4.325 -1.594 -0.60
C 1.814 -5.733 -1.573 -0.35
O 1.486 -6.105 -0.227 -0.54
H 2.239 -3.870 -2.576 0.32
H 3.420 -4.295 -1.351 0.39
H 1.835 -3.756 -0.824 -0.11
H 2.476 -6.455 -2.065 0.37
H 0.893 -5.809 -2.169 0.24
H 0.870 -6.840 -0.297 0.29
C -0.624 3.684 3.677 -0.90
C -0.197 3.832 2.213 0.12
O 1.017 3.110 1.979 -0.13
H -0.727 2.627 3.924 -0.06
H -1.626 4.094 3.842 0.39
H 0.082 4.187 4.338 0.37
H -0.052 4.890 1.970 0.29
H -0.949 3.382 1.563 -0.09
H 1.753 3.606 2.395 -0.06
C 2.475 2.410 -1.638 0.35
C 3.905 2.862 -1.944 -0.80
O 3.929 3.985 -2.804 -0.56
H 1.851 2.245 -2.518 0.05
H 2.006 3.189 -1.032 -0.03
H 2.406 1.473 -1.082 -0.13
H 4.433 2.033 -2.421 0.33
H 4.413 3.082 -1.000 0.31
H 4.041 4.789 -2.296 0.32

=====

132
Properties=species:S:1:pos:R:3:mulliken_charge:R:1 method="wB97M-V/def2-TZVPD" total_energy_ev=-63218.307 multiplicity=1 de_lowest_ev=1.036 e_homo_ha=-0.355 orbital_gap_ev=10.2
C 10.133 15.644 19.560 -1.18
C 11.547 15.339 18.970 -0.14
O 11.403 14.550 17.840 -0.20
H 10.239 16.142 20.549 0.38
H 9.431 14.779 19.727 0.25
H 9.607 16.434 18.978 0.23
H 12.087 14.834 19.796 0.28
H 12.145 16.253 18.722 0.26
H 12.265 14.426 17.357 0.30
C 15.236 15.086 8.228 -1.61
C 14.795 14.317 9.490 0.92
O 13.784 13.342 9.347 -0.51
H 14.416 15.654 7.767 0.31
H 15.609 14.420 7.453 0.39
H 16.082 15.682 8.494 0.50
H 14.470 15.065 10.178 -0.65
H 15.705 13.796 9.875 0.24
H 13.461 13.604 8.454 0.15
C 9.914 13.630 7.217 -1.29
C 11.317 13.203 7.154 0.66
O 12.251 14.241 7.234 -0.68
H 9.230 12.808 7.053 0.46
H 9.669 14.509 6.612 0.36
H 9.543 14.047 8.152 0.17
H 11.455 12.635 6.249 0.42
H 11.464 12.486 8.001 -0.48
H 11.843 14.960 7.810 0.45
C 10.131 16.875 11.185 -0.72
C 10.078 16.266 9.813 -0.07
O 11.403 15.806 9.361 -0.48
H 9.309 16.512 11.791 0.21
H 10.217 17.940 11.278 0.47
H 10.976 16.464 11.749 -0.05
H 9.671 16.996 9.082 0.31
H 9.461 15.328 9.821 -0.06
H 11.773 15.214 10.043 0.52
C 7.544 13.643 12.423 -0.65
C 8.145 12.214 12.588 -0.34
O 9.252 12.251 13.447 0.79
H 8.317 14.304 11.993 -0.10
H 7.357 13.990 13.462 0.02
H 6.619 13.602 11.857 0.46
H 8.512 11.808 11.579 0.19
H 7.413 11.504 12.996 0.34
H 9.066 12.649 14.296 -0.22
C 7.209 13.151 16.893 -1.41
C 8.154 14.333 16.496 -0.09
O 9.292 13.859 15.726 0.14
H 6.684 13.507 17.782 0.42
H 7.781 12.280 17.049 0.22
H 6.464 13.021 16.160 0.36
H 8.483 14.799 17.381 0.12
H 7.492 15.088 16.023 0.31
H 9.850 14.636 15.537 -0.26
C 16.095 9.260 11.105 -1.46
C 16.064 10.728 11.483 0.83
O 16.245 10.994 12.850 -0.51
H 16.385 9.228 10.053 0.48
H 15.307 8.556 11.302 0.22
H 16.958 8.832 11.658 0.36
H 15.127 11.188 11.178 -0.44
H 16.872 11.308 11.029 0.36
H 15.477 10.680 13.306 0.09
C 12.868 9.973 9.421 0.21
C 11.984 9.144 10.279 -0.18
O 11.381 9.993 11.224 -0.24
H 13.843 10.171 9.858 -0.29
H 12.366 10.889 9.361 -0.59
H 12.993 9.501 8.392 0.43
H 12.515 8.272 10.770 0.26
H 11.331 8.690 9.542 0.27
H 11.262 9.524 12.090 0.18
C 17.030 16.093 13.329 -0.97
C 16.405 15.075 14.257 -0.08
O 15.260 15.603 14.853 -0.57
H 17.336 17.013 13.875 0.27
H 16.234 16.284 12.573 0.00
H 17.978 15.683 12.890 0.39
H 16.989 14.696 15.080 0.47
H 16.204 14.191 13.684 0.00
H 14.636 16.021 14.225 0.11
C 12.291 17.707 15.354 -0.23
C 10.756 17.781 15.448 -0.34
O 10.062 16.894 14.563 -0.39
H 12.646 18.763 15.442 0.36
H 12.542 17.274 14.376 -0.35
H 12.685 17.132 16.217 0.07
H 10.407 18.829 15.209 0.39
H 10.463 17.547 16.420 0.19
H 9.077 17.130 14.642 0.23
C 12.912 12.867 13.306 0.58
C 11.862 13.197 12.260 -0.22
O 12.326 14.085 11.266 0.70
H 12.601 12.138 14.096 -0.10
H 13.270 13.791 13.808 -0.16
H 13.859 12.512 12.929 -0.19
H 11.031 13.623 12.817 -0.12
H 11.477 12.258 11.786 -0.21
H 12.827 13.599 10.612 -0.18
C 15.044 7.925 14.877 -1.37
C 13.832 8.535 14.254 0.21
O 13.748 9.945 14.271 0.14
H 15.970 8.227 14.325 0.23
H 15.023 6.821 14.736 0.37
H 15.352 8.130 15.963 0.31
H 13.003 8.188 14.848 0.21
H 13.833 8.236 13.190 -0.01
H 12.833 10.181 13.965 0.02
C 10.760 11.037 18.392 -0.80
O 10.686 11.332 16.984 0.00
H 9.739 10.802 18.774 0.24
H 11.427 10.226 18.558 0.29
H 11.216 11.924 18.829 0.19
H 10.548 12.286 16.942 0.03
C 14.088 12.758 16.794 -0.20
O 13.825 14.123 16.813 -0.56
H 13.258 12.286 17.306 0.04
H 14.321 12.262 15.860 0.05
H 14.959 12.629 17.457 0.35
H 14.179 14.590 16.071 0.33
C 9.782 8.775 14.879 -0.90
O 10.725 9.494 14.026 -0.29
H 9.989 8.872 15.925 0.19
H 8.747 9.062 14.662 0.29
H 9.825 7.745 14.642 0.34
H 10.367 10.356 13.932 0.05
C 14.025 17.351 11.509 -1.00
O 13.576 16.286 12.418 0.78
H 13.662 18.262 11.941 0.33
H 15.065 17.328 11.337 0.31
H 13.540 17.335 10.526 0.19
H 13.431 15.463 11.941 -0.48